No. 1
Computed, not measured: 2 unconnected molecules or ions with the total composition C8H18NS at a distorted geometry, with ωB97M-V/def2-TZVPD.

Its total energy is -768.177733 Eh. The net charge is +1. For the HOMO energy (alpha / beta), the calculation gives -13.63 / -13.63 eV. Its spin multiplicity is 1. The calculation puts the largest force on an atom at 0.097 hartree/bohr. Its energy above the lowest of the compared OMol25 structures with the same formula, charge and spin is 240.6 kJ/mol. The LUMO energy (alpha / beta) comes out at -5.2 / -5.2 eV. As for the gap between HOMO and LUMO (alpha / beta): 8.434 / 8.433 eV.

Each line ends with the natural charge from an NBO analysis.
Atoms and positions in Å:
C -2.78 -0.73 -0.26  -0.166
C 2.88 -0.07 0.18  -0.610
C -0.08 -1.64 0.85  -0.638
C 0.64 -0.84 -1.38  -0.666
C -1.13 1.32 -1.22  -0.431
C -1.23 1.22 1.23  -0.449
C 1.54 0.46 0.55  -0.420
C 0.32 -0.41 0.04  0.213
N -1.00 0.44 -0.02  -0.336
S -4.00 -0.65 0.67  0.480
H -2.44 -1.19 -1.15  0.217
H 2.98 -1.04 0.50  0.211
H 3.54 0.69 0.74  0.240
H 3.12 0.07 -0.88  0.218
H -0.88 -1.99 0.21  0.204
H 0.91 -2.23 1.09  0.251
H -0.38 -1.44 1.85  0.225
H 1.19 -0.08 -1.90  0.235
H -0.09 -1.38 -1.82  0.209
H 1.50 -1.49 -1.19  0.247
H -0.28 2.02 -1.34  0.227
H -1.15 0.74 -2.08  0.216
H -2.02 1.86 -1.24  0.224
H -2.22 1.69 1.22  0.222
H -1.21 0.62 2.16  0.232
H -0.49 2.03 1.34  0.231
H 1.39 1.42 0.19  0.204
H 1.39 0.60 1.65  0.213


No. 2
Computed, not measured: a molecular structure, C8H18O11Sr at a distorted geometry, with ωB97M-V/def2-TZVPD.

Its total energy is -1174.198014 Eh. The net charge is -1. For the HOMO energy (alpha / beta), the calculation gives -4.88 / -4.88 eV. Its spin multiplicity is 2. The calculation puts the largest force on an atom at 0.103 hartree/bohr. Its energy above the lowest of the compared OMol25 structures with the same formula, charge and spin is 0.0 kJ/mol. The LUMO energy (alpha / beta) comes out at 2.0 / -1.1 eV. As for the gap between HOMO and LUMO (alpha / beta): 6.883 / 3.809 eV.

Each line ends with the natural charge from an NBO analysis.
Atoms and positions in Å:
Sr -0.25 -0.30 0.23  1.845
C -4.27 -2.26 2.01  -0.720
C -3.12 -1.32 1.75  0.739
O -3.26 -0.12 1.41  -0.789
O -1.95 -1.74 1.83  -0.826
H -4.89 -2.00 2.86  0.212
H -3.95 -3.28 2.25  0.209
H -4.89 -2.28 1.12  0.207
C -1.02 2.08 -2.94  -0.711
C -2.11 2.07 -1.89  0.717
O -3.20 2.46 -2.31  -0.173
O -1.89 1.69 -0.72  -0.591
H -0.37 2.93 -2.74  0.268
H -1.50 2.20 -3.91  0.209
H -0.52 1.12 -2.88  0.285
C 3.43 1.64 -1.82  -0.724
C 2.11 1.27 -1.23  0.756
O 1.55 2.08 -0.49  -0.760
O 1.52 0.21 -1.55  -0.865
H 3.67 1.18 -2.79  0.200
H 4.23 1.36 -1.14  0.223
H 3.46 2.72 -1.95  0.215
C 3.90 -0.31 1.94  -0.727
C 2.48 -0.28 2.44  0.775
O 2.17 0.60 3.28  -0.779
O 1.66 -0.96 1.84  -0.858
H 3.83 -0.38 0.85  0.209
H 4.40 -1.22 2.27  0.201
H 4.42 0.61 2.19  0.213
O -0.65 1.24 2.18  -0.989
H 0.12 1.51 2.68  0.508
H -1.28 0.95 2.84  0.494
O 0.53 -2.74 -0.49  -0.956
H 0.18 -3.55 -0.85  0.470
H 1.42 -2.97 -0.22  0.498
O -1.75 -1.21 -1.78  -0.955
H -1.55 -1.98 -2.31  0.480
H -2.67 -1.01 -1.97  0.488


No. 3
Computed, not measured: a gas-phase ion, C8H18PS3 (charge +1) at a distorted geometry, with ωB97M-V/def2-TZVPD.

Its total energy is -1851.217896 Eh. The net charge is +1. For the HOMO energy, the calculation gives -12.86 eV. Its spin multiplicity is 1. The calculation puts the largest force on an atom at 0.106 hartree/bohr. The LUMO energy comes out at -4.3 eV. As for the gap between HOMO and LUMO: 8.520 eV.

Each line ends with the natural charge from an NBO analysis.
Atoms and positions in Å:
C -1.23 -2.85 -0.18  -0.335
C -0.17 -2.30 0.45  -0.226
C -3.53 1.78 0.35  -0.602
C 0.92 -1.60 -0.19  -0.458
C -2.25 1.55 -0.45  -0.399
C -1.27 0.66 0.27  -0.408
C 0.17 1.03 -0.19  -0.433
C 0.99 -0.12 0.41  -0.342
P 2.86 0.32 -0.08  0.873
S 4.17 -0.80 1.30  -0.172
S 3.22 2.37 0.12  -0.114
S 3.52 0.08 -2.09  -0.096
H -1.85 -3.54 0.36  0.222
H -1.22 -2.87 -1.22  0.193
H -0.11 -2.46 1.53  0.219
H -3.51 2.46 1.18  0.216
H -4.41 2.01 -0.44  0.224
H -3.72 0.76 0.83  0.199
H 2.00 -1.91 0.09  0.226
H 0.92 -1.57 -1.37  0.219
H -2.61 1.05 -1.33  0.211
H -1.73 2.52 -0.66  0.195
H -1.34 0.97 1.31  0.198
H -1.49 -0.36 0.33  0.232
H 0.33 0.97 -1.25  0.206
H 0.37 1.95 0.15  0.223
H 0.99 -0.16 1.52  0.254
H 4.65 -1.55 0.31  0.176
H 2.80 2.24 1.38  0.151
H 2.53 -0.63 -2.44  0.146


No. 4
Computed, not measured: 2 unconnected molecules or ions with the total composition C8H19BNO2 at a distorted geometry, with ωB97M-V/def2-TZVPD.

Its total energy is -545.963825 Eh. The net charge is +1. For the HOMO energy (alpha / beta), the calculation gives -11.25 / -12.71 eV. Its spin multiplicity is 1. The calculation puts the largest force on an atom at 0.076 hartree/bohr. The LUMO energy (alpha / beta) comes out at -4.8 / -3.6 eV. As for the gap between HOMO and LUMO (alpha / beta): 6.437 / 9.092 eV.

Each line ends with the natural charge from an NBO analysis.
Atoms and positions in Å:
B -1.93 -2.13 -0.43  0.970
C 0.08 0.03 -2.31  -0.550
C -0.34 0.36 -1.13  0.304
C 3.09 0.04 1.85  -0.626
C -0.11 0.88 0.17  -0.587
C 2.17 1.20 2.31  -0.394
C 1.20 1.76 0.09  -0.364
C 1.86 2.26 1.35  -0.404
C -2.85 -0.95 -0.62  -0.367
N -3.61 -0.89 -1.87  -0.730
O -1.79 -2.96 -1.49  -0.937
O -1.37 -2.38 0.74  -0.857
H -0.36 -0.48 -3.14  0.246
H 0.92 0.50 -2.71  0.249
H 4.09 0.10 2.22  0.228
H 3.02 -0.08 0.84  0.192
H 2.82 -0.90 2.37  0.218
H 0.18 -0.06 0.73  0.270
H -0.97 1.23 0.80  0.261
H 1.06 0.77 2.54  0.180
H 2.54 1.68 3.25  0.230
H 1.01 2.65 -0.60  0.216
H 1.93 1.18 -0.42  0.198
H 2.70 2.91 0.95  0.223
H 1.10 2.96 1.76  0.209
H -2.87 -0.10 0.01  0.221
H -4.72 -0.93 -1.66  0.448
H -3.28 -1.72 -2.34  0.469
H -3.55 0.06 -2.40  0.449
H -1.14 -3.72 -1.58  0.530
H -0.86 -3.26 0.71  0.501